one:
Below is the molecule H2N2O3S, with properties calculated with ωB97M-V with the def2-TZVPD basis set.

Summary:
**LUMO level**: -1.1 eV
**2S+1**: 1
**Gap between HOMO and LUMO**: 9.7 eV

XYZ file:
```
8
H2N2O3S (ωB97M-V with the def2-TZVPD basis set)
N 0.2316 -0.5032 0.1290
N -0.4885 0.5531 -0.0524
O 1.7947 1.4488 -0.0642
O 2.7405 -0.7324 -0.7966
O -1.6658 0.5782 -0.5002
S 2.2176 0.1136 0.2908
H -0.4378 -1.3967 0.1038
H 0.1839 1.3103 -0.1520
```

Atom charges from the natural (NBO) analysis, given in e for atoms 1 to 5: atom 1 (N): -0.498, atom 2 (N): 0.196, atom 3 (O): -0.962, atom 4 (O): -0.880, atom 5 (O): -0.372

=====

two:
Below is the molecule H2N2O3S, with properties calculated with ωB97M-V with the def2-TZVPD basis set.

Summary:
**LUMO level**: 0.0 eV
**2S+1**: 1
**Gap between HOMO and LUMO**: 10.0 eV

XYZ file:
```
8
H2N2O3S (ωB97M-V with the def2-TZVPD basis set)
N 0.8395 0.7116 -1.0920
N -0.9374 -0.8004 0.6509
O -1.2069 -1.0466 1.7957
O -1.1632 -1.4931 -0.3008
O 0.8120 1.0804 1.4764
S -0.0415 0.9930 0.3802
H 0.2402 0.7013 -1.9311
H 1.4573 -0.1462 -0.9793
```

Atom charges from the natural (NBO) analysis, given in e for atoms 1 to 5: atom 1 (N): -1.035, atom 2 (N): 0.362, atom 3 (O): -0.355, atom 4 (O): -0.381, atom 5 (O): -0.873

=====

Most stable structure: one

=====

one:
Below is a cluster of 2 separate species, H2N2O3S in total, with properties calculated with ωB97M-V with the def2-TZVPD basis set.

Summary:
**LUMO level**: -0.7 eV
**2S+1**: 1
**Gap between HOMO and LUMO**: 9.5 eV

XYZ file:
```
8
H2N2O3S (ωB97M-V with the def2-TZVPD basis set)
N -0.3746 -1.6920 0.3372
N -1.2489 -0.7293 0.7376
O 0.6447 -1.2021 -0.1236
O 0.2629 1.8280 -0.4598
O 2.5747 1.3672 -0.9025
S 1.2144 1.1209 -1.2588
H -2.1933 -0.8736 1.2571
H -0.8799 0.1809 0.4128
```

Atom charges from the natural (NBO) analysis, given in e for atoms 1 to 5: atom 1 (N): 0.263, atom 2 (N): -0.633, atom 3 (O): -0.432, atom 4 (O): -0.889, atom 5 (O): -0.829

=====

two:
Below is a cluster of 2 separate species, H2N2O3S in total, with properties calculated with ωB97M-V with the def2-TZVPD basis set.

Summary:
**LUMO level (spin up / spin down)**: -3.6 / -3.6 eV
**2S+1**: 1
**Gap between HOMO and LUMO (spin up / spin down)**: 5.6 / 5.6 eV

XYZ file:
```
8
H2N2O3S (ωB97M-V with the def2-TZVPD basis set)
N 0.3514 -0.2990 -0.4567
N -3.1990 0.7904 -0.1387
O -2.9022 1.7672 0.4850
O -3.8311 0.6514 -1.1350
O -3.1008 -1.8628 -0.2309
S -2.5752 -0.8346 0.6244
H 0.3282 0.7162 -0.3949
H 0.8415 -0.6392 0.3676
```

Atom charges from the natural (NBO) analysis, given in e for atoms 1 to 5: atom 1 (N): -0.743, atom 2 (N): 0.384, atom 3 (O): -0.351, atom 4 (O): -0.309, atom 5 (O): -0.769

=====

three:
Below is a cluster of 2 separate species, H2N2O3S in total, with properties calculated with ωB97M-V with the def2-TZVPD basis set.

Summary:
**LUMO level (spin up / spin down)**: -2.6 / -2.6 eV
**2S+1**: 1
**Gap between HOMO and LUMO (spin up / spin down)**: 7.2 / 7.2 eV

XYZ file:
```
8
H2N2O3S (ωB97M-V with the def2-TZVPD basis set)
N -0.4271 1.6737 0.6411
N 0.2970 -1.2482 0.3136
O 0.9643 -1.6596 1.2006
O -0.8209 -1.4932 -0.0215
O 0.6807 -0.1748 -2.0696
S 1.1797 0.0376 -0.7567
H -0.8792 1.9754 -0.2787
H -0.9944 0.8892 0.9712
```

Atom charges from the natural (NBO) analysis, given in e for atoms 1 to 5: atom 1 (N): -0.813, atom 2 (N): 0.382, atom 3 (O): -0.335, atom 4 (O): -0.341, atom 5 (O): -0.809

=====

Most stable structure: one

=====

one:
Below is a cluster of 2 separate species, H2N2O3S in total, with properties calculated with ωB97M-V with the def2-TZVPD basis set.

Summary:
**LUMO level (spin up / spin down)**: -1.1 / -1.1 eV
**2S+1**: 1
**Gap between HOMO and LUMO (spin up / spin down)**: 9.2 / 8.9 eV

XYZ file:
```
8
H2N2O3S (ωB97M-V with the def2-TZVPD basis set)
N -0.9620 -0.9120 -0.3060
N -1.4691 1.1884 0.3213
O 2.5262 -0.8957 0.7019
O 1.5958 1.1808 -0.1774
O -1.7931 -0.0031 0.1197
S 2.0594 -0.1592 -0.4332
H -1.4811 -1.7901 -0.3586
H -0.4760 1.3908 0.1322
```

Atom charges from the natural (NBO) analysis, given in e for atoms 1 to 5: atom 1 (N): -0.389, atom 2 (N): -0.217, atom 3 (O): -0.821, atom 4 (O): -0.870, atom 5 (O): -0.026

=====

two:
Below is a cluster of 2 separate species, H2N2O3S in total, with properties calculated with ωB97M-V with the def2-TZVPD basis set.

Summary:
**LUMO level (spin up / spin down)**: -1.4 / -1.4 eV
**2S+1**: 1
**Gap between HOMO and LUMO (spin up / spin down)**: 8.6 / 8.5 eV

XYZ file:
```
8
H2N2O3S (ωB97M-V with the def2-TZVPD basis set)
N -1.0799 0.8603 0.1614
N -1.8074 -1.3011 -0.0208
O 1.2976 -0.5224 0.1262
O 3.3580 0.7347 0.2182
O -1.4651 -0.1751 -0.4775
S 2.2470 0.2741 -0.5722
H -0.6624 1.5147 -0.4069
H -1.8879 -1.3851 0.9716
```

Atom charges from the natural (NBO) analysis, given in e for atoms 1 to 5: atom 1 (N): -0.330, atom 2 (N): -0.244, atom 3 (O): -0.824, atom 4 (O): -0.820, atom 5 (O): -0.029

=====

three:
Below is a cluster of 2 separate species, H2N2O3S in total, with properties calculated with ωB97M-V with the def2-TZVPD basis set.

Summary:
**LUMO level (spin up / spin down)**: -1.6 / -1.8 eV
**2S+1**: 1
**Gap between HOMO and LUMO (spin up / spin down)**: 7.1 / 6.6 eV

XYZ file:
```
8
H2N2O3S (ωB97M-V with the def2-TZVPD basis set)
N 1.2498 0.1241 -0.3035
N -1.9491 -1.4078 0.3243
O -1.1870 0.2233 -0.3803
O -2.3296 -2.1155 -0.4855
O 0.6717 1.4233 1.4018
S -0.0257 1.1218 0.1908
H 2.0163 0.1227 0.4018
H 1.5536 0.5080 -1.1495
```

Atom charges from the natural (NBO) analysis, given in e for atoms 1 to 5: atom 1 (N): -1.066, atom 2 (N): 0.488, atom 3 (O): -0.816, atom 4 (O): -0.101, atom 5 (O): -0.927

=====

Most stable structure: three

=====

one:
Below is a cluster of 2 separate species, CH6O in total, with properties calculated with ωB97M-V with the def2-TZVPD basis set.

Summary:
**LUMO level**: 0.9 eV
**2S+1**: 1
**SMILES**: C.O
**Gap between HOMO and LUMO**: 12.4 eV

XYZ file:
```
8
CH6O (ωB97M-V with the def2-TZVPD basis set)
C -1.1801 -0.4525 0.1132
H -2.1462 -0.4792 0.6386
H -0.5246 -1.2418 0.5097
H -1.3427 -0.6168 -0.9623
H -0.7065 0.5284 0.2663
O 1.7615 1.0973 -0.1582
H 2.1562 0.5659 0.5699
H 1.9824 0.5987 -0.9772
```

Atom charges from the natural (NBO) analysis, given in e for atoms 1 to 5: atom 1 (C): -0.858, atom 2 (H): 0.209, atom 3 (H): 0.205, atom 4 (H): 0.209, atom 5 (H): 0.233

=====

two:
Below is a cluster of 2 separate species, CH6O in total, with properties calculated with ωB97M-V with the def2-TZVPD basis set.

Summary:
**LUMO level**: 1.0 eV
**2S+1**: 1
**SMILES**: C.O
**Gap between HOMO and LUMO**: 12.6 eV

XYZ file:
```
8
CH6O (ωB97M-V with the def2-TZVPD basis set)
C -1.8141 -0.0121 -0.0025
H -0.7705 0.0334 0.1260
H -2.1561 -0.3124 0.9892
H -1.9808 -0.8596 -0.7737
H -2.1677 1.0156 -0.3343
H 2.4259 -0.5084 -0.3871
H 1.2887 0.6122 -0.3701
O 1.7806 0.0115 0.0956
```

Atom charges from the natural (NBO) analysis, given in e for atoms 1 to 5: atom 1 (C): -0.859, atom 2 (H): 0.211, atom 3 (H): 0.218, atom 4 (H): 0.214, atom 5 (H): 0.214

=====

Most stable structure: one